1.
{"formula": "C23H20ClIN2O5Ru", "method": "ωB97M-V with the def2-TZVPD basis set", "elements": ["Ru", "C", "C", "N", "C", "C", "C", "O", "C", "C", "N", "C", "C", "C", "C", "C", "C", "I", "C", "O", "H", "H", "H", "H", "H", "H", "H", "H", "H", "H", "H", "H", "C", "C", "C", "C", "Cl", "C", "C", "C", "O", "C", "C", "O", "O", "H", "H", "H", "H", "H", "H", "H", "H"], "xyz": [[-0.511, -1.166, 0.066], [1.988, 1.609, 2.708], [1.074, 0.685, 3.370], [1.146, 0.637, 4.691], [0.678, -0.413, 5.354], [-0.085, -1.430, 4.741], [-0.905, -2.360, 5.611], [-0.797, -3.764, 5.265], [-0.365, -1.351, 3.372], [-0.986, -2.446, 2.675], [-1.205, -2.463, 1.333], [-2.072, -3.360, 0.788], [-2.839, -4.246, 1.585], [-3.860, -5.018, 1.028], [-4.096, -4.953, -0.356], [-3.272, -4.187, -1.155], [-2.224, -3.429, -0.636], [-0.544, -2.950, -1.796], [0.126, -0.146, 2.699], [-0.328, 0.283, 1.536], [2.746, 1.961, 3.449], [1.524, 2.519, 2.260], [2.601, 1.191, 1.908], [0.944, -0.484, 6.424], [-1.947, -2.066, 5.545], [-0.501, -2.225, 6.600], [-0.580, -4.319, 6.046], [-1.246, -3.303, 3.262], [-2.684, -4.240, 2.675], [-4.389, -5.705, 1.711], [-4.904, -5.514, -0.794], [-3.401, -4.230, -2.217], [2.263, 4.763, -2.254], [2.154, 4.362, -3.701], [2.771, 5.100, -4.742], [2.582, 4.687, -6.069], [3.675, 5.226, -7.336], [1.589, 3.747, -6.301], [1.097, 2.895, -5.284], [1.409, 3.177, -3.983], [1.200, 2.364, -2.857], [0.239, 1.349, -2.960], [0.111, 0.530, -1.737], [-1.132, 0.334, -1.308], [1.066, 0.008, -1.122], [1.716, 4.015, -1.628], [1.837, 5.737, -2.024], [3.274, 4.800, -1.971], [3.395, 5.967, -4.558], [1.343, 3.470, -7.340], [0.500, 2.012, -5.622], [0.592, 0.599, -3.729], [-0.770, 1.743, -3.219]], "mulliken_charge": [0.4019, -1.1596, 0.4009, -0.5041, -0.6478, 0.5350, -0.8971, -0.5640, -0.0872, -0.4750, 0.0466, 1.6223, -0.6036, -0.6520, -0.6520, -0.4668, -0.2982, 0.1671, 1.0172, -0.7899, 0.3705, 0.2363, 0.3242, 0.3593, 0.2978, 0.4938, 0.3354, 0.9383, 0.2650, 0.3923, 0.4360, 0.4261, -1.3192, 0.8767, -0.6234, 0.1380, -0.0620, -0.4877, -0.5654, 0.8184, -0.1940, -0.1634, 0.6779, -0.6932, -0.6836, 0.2748, 0.3745, 0.3905, 0.4892, 0.3964, 0.3879, 0.2530, 0.4459], "molar_mass_g_mol": 667.8, "charge": 2, "lumo_energy_ev": [-6.7, -9.4], "s2": 6.076, "homo_energy_ha": [-0.4972, -0.4921], "spin_multiplicity": 5, "e_tot_ha": -2226.2046}

***

2.
{"formula": "C23H20ClNO4S", "method": "ωB97M-V with the def2-TZVPD basis set", "elements": ["C", "C", "C", "C", "C", "C", "C", "N", "C", "C", "O", "O", "C", "H", "C", "O", "C", "C", "C", "C", "S", "H", "H", "H", "H", "H", "C", "C", "O", "C", "C", "C", "C", "C", "C", "H", "H", "H", "H", "H", "H", "H", "H", "H", "H", "H", "Cl", "H", "H", "H"], "xyz": [[-1.989, -1.019, -2.195], [-2.654, -1.152, -0.857], [-3.994, -0.844, -0.663], [-4.608, -0.933, 0.577], [-3.861, -1.339, 1.666], [-2.528, -1.661, 1.510], [-1.916, -1.580, 0.261], [-0.595, -2.001, 0.112], [0.431, -1.457, 0.967], [0.756, -0.031, 0.517], [0.658, 0.338, -0.625], [1.098, 0.760, 1.528], [1.430, 2.104, 1.183], [2.463, 2.140, 0.818], [0.529, 2.715, 0.099], [1.013, 3.383, -0.786], [-0.897, 2.496, 0.260], [-1.606, 2.037, 1.346], [-2.986, 1.976, 1.104], [-3.309, 2.371, -0.162], [-1.947, 2.838, -1.076], [-4.284, 2.405, -0.607], [-3.706, 1.649, 1.831], [-1.157, 1.772, 2.286], [1.343, 2.680, 2.107], [0.077, -1.421, 2.000], [1.695, -2.339, 0.895], [2.370, -2.172, -0.461], [2.140, -2.942, -1.365], [3.231, -0.980, -0.643], [3.309, -0.447, -1.931], [4.020, 0.712, -2.171], [4.683, 1.344, -1.132], [4.641, 0.804, 0.144], [3.915, -0.347, 0.393], [3.908, -0.753, 1.394], [5.174, 1.285, 0.952], [5.234, 2.254, -1.315], [4.052, 1.128, -3.166], [2.779, -0.948, -2.726], [1.378, -3.378, 0.998], [2.366, -2.077, 1.710], [-0.291, -2.004, -0.855], [-1.960, -2.005, 2.361], [-4.324, -1.415, 2.638], [-5.652, -0.686, 0.679], [-4.972, -0.306, -1.991], [-1.073, -0.436, -2.106], [-2.645, -0.517, -2.899], [-1.741, -2.000, -2.603]], "mulliken_charge": [-1.9399, 0.4841, 1.1754, -0.6805, -0.9084, -0.5066, 0.3125, -0.0827, -1.1140, 1.1915, -0.4361, -0.3833, -0.5710, 0.1110, 0.4962, -0.6532, 0.4002, -0.3869, -0.5801, -0.4558, -0.1315, 0.5664, 0.5252, 0.4932, 0.4218, 0.6108, -1.2018, 0.2849, -0.6008, 0.5219, -0.5937, -0.6012, -0.2731, -0.9748, 0.0673, 0.3079, 0.4065, 0.4016, 0.4122, 0.4330, 0.5441, 0.3337, 0.3914, 0.4401, 0.4081, 0.4342, -0.2444, 0.2742, 0.4662, 0.4045], "molar_mass_g_mol": 441.9, "lumo_energy_ev": 0.1, "smiles": "Cc1c(Cl)cccc1N[C@@H](CC(=O)c1ccccc1)C(=O)OCC(=O)c1cccs1", "homo_energy_ha": -0.3064, "e_tot_ha": -2102.5717}

***

3.
{"formula": "C23H20NO4", "method": "ωB97M-V with the def2-TZVPD basis set", "elements": ["C", "C", "C", "O", "C", "C", "C", "O", "H", "H", "H", "H", "C", "C", "O", "C", "C", "N", "C", "C", "C", "C", "C", "C", "C", "C", "C", "C", "C", "C", "C", "O", "H", "H", "H", "H", "H", "H", "H", "H", "H", "H", "H", "H", "H", "H", "H", "H"], "xyz": [[0.261, -1.472, 2.049], [-1.099, -1.551, 2.085], [-1.936, -0.415, 2.556], [-3.169, -0.500, 2.625], [-1.174, 0.793, 2.921], [0.158, 0.896, 2.709], [0.908, -0.167, 2.022], [1.936, 0.048, 1.355], [0.899, -2.333, 1.883], [-1.597, -2.519, 2.132], [-1.751, 1.620, 3.343], [0.693, 1.833, 2.870], [1.352, 1.361, -1.527], [0.001, 1.477, -0.874], [-0.342, 0.141, -0.433], [-1.642, -0.149, -0.168], [-1.759, -1.640, -0.050], [-2.907, -2.276, 0.124], [-3.042, -3.570, 0.421], [-4.374, -3.967, 0.909], [-4.656, -5.172, 1.594], [-5.971, -5.527, 1.902], [-7.025, -4.655, 1.587], [-6.743, -3.395, 1.030], [-5.423, -3.054, 0.719], [-1.952, -4.572, 0.256], [-2.259, -5.910, -0.098], [-1.253, -6.865, -0.260], [0.097, -6.507, -0.144], [0.427, -5.187, 0.161], [-0.585, -4.247, 0.359], [-2.534, 0.674, -0.097], [1.721, 2.367, -1.765], [2.066, 0.858, -0.861], [1.259, 0.790, -2.463], [0.050, 2.146, 0.002], [-0.765, 1.814, -1.592], [-0.941, -2.086, -0.649], [-3.839, -5.844, 1.863], [-6.182, -6.485, 2.379], [-8.059, -4.950, 1.786], [-7.547, -2.688, 0.821], [-5.179, -2.076, 0.298], [-3.310, -6.190, -0.249], [-1.529, -7.893, -0.495], [0.879, -7.247, -0.294], [1.466, -4.870, 0.246], [-0.278, -3.243, 0.617]], "mulliken_charge": [-0.5311, -0.6795, 0.2390, -0.6307, -0.3429, -0.5239, 0.5969, -0.7470, 0.4530, 1.1638, 0.3590, 0.4184, -1.1320, -0.2834, -0.0530, -0.1194, -0.4109, -0.2142, -0.6695, 0.5946, -0.3852, -0.7496, -0.4051, -0.6119, -0.4769, 0.9344, -0.5445, -0.7132, -0.4313, -0.9557, 0.4117, -0.6702, 0.3871, 0.2443, 0.2692, 0.2238, 0.4095, 0.7560, 0.5494, 0.3634, 0.3340, 0.3702, 0.4123, 0.6300, 0.3572, 0.3607, 0.4190, 0.0244], "molar_mass_g_mol": 374.4, "charge": -1, "lumo_energy_ev": 2.0, "homo_energy_ha": -0.1113, "e_tot_ha": -1244.1259, "relative_energy_kcal_mol": 0.0}

***

4.
{"formula": "C23H21Cl3DyN7O5", "method": "ωB97M-V with the def2-TZVPD basis set", "elements": ["Dy", "O", "C", "C", "C", "C", "C", "C", "C", "N", "C", "C", "N", "C", "C", "C", "C", "C", "C", "C", "O", "H", "H", "H", "H", "H", "H", "H", "H", "H", "H", "H", "H", "H", "H", "N", "N", "C", "N", "N", "N", "O", "O", "H", "H", "H", "H", "H", "Cl", "C", "C", "C", "Cl", "C", "O", "C", "Cl", "C", "H", "H"], "xyz": [[0.061, -0.018, -0.142], [-1.615, 0.063, -1.703], [-2.737, -0.437, -2.103], [-3.662, 0.346, -2.837], [-4.847, -0.189, -3.285], [-5.185, -1.531, -3.045], [-4.292, -2.306, -2.344], [-3.086, -1.781, -1.858], [-2.197, -2.664, -1.135], [-1.145, -2.343, -0.481], [-0.390, -3.457, 0.087], [1.015, -3.397, -0.469], [1.590, -2.105, -0.108], [2.648, -2.141, 0.617], [3.390, -1.012, 1.145], [4.335, -1.271, 2.152], [5.054, -0.255, 2.735], [4.823, 1.058, 2.293], [3.918, 1.333, 1.295], [3.186, 0.301, 0.675], [2.355, 0.561, -0.299], [-3.405, 1.383, -3.022], [-5.534, 0.443, -3.836], [-6.118, -1.941, -3.405], [-4.515, -3.350, -2.146], [-2.479, -3.723, -1.164], [-0.859, -4.423, -0.125], [-0.338, -3.342, 1.173], [0.960, -3.472, -1.559], [1.625, -4.229, -0.105], [3.050, -3.124, 0.890], [4.482, -2.298, 2.473], [5.771, -0.457, 3.518], [5.364, 1.879, 2.750], [3.727, 2.346, 0.964], [1.513, -0.048, -2.694], [1.314, 1.176, -3.362], [0.572, 2.136, -2.801], [0.306, 3.237, -3.510], [0.217, 1.903, -1.537], [-0.831, 2.591, -0.985], [-1.232, 2.029, 0.033], [-1.296, 3.621, -1.423], [2.261, 0.061, -1.996], [1.727, -0.755, -3.383], [1.878, 1.402, -4.165], [0.422, 3.223, -4.508], [-0.312, 3.911, -3.085], [-2.770, 2.484, 6.297], [-1.767, 2.072, 4.929], [-2.014, 0.905, 4.231], [-1.190, 0.624, 3.162], [-1.490, -0.804, 2.183], [-0.121, 1.417, 2.729], [0.617, 1.073, 1.715], [0.054, 2.600, 3.462], [1.327, 3.684, 2.978], [-0.743, 2.923, 4.545], [-2.828, 0.248, 4.503], [-0.566, 3.842, 5.087]], "mulliken_charge": [0.5083, 0.0694, 0.0784, -0.7928, -0.5340, -0.8505, -0.6284, 0.8081, -0.4633, 0.2908, -0.7933, -0.8732, 0.3389, -0.1139, 0.9950, -0.7764, -0.7789, -0.5973, -0.6067, -0.0512, -0.4837, 0.3953, 0.3979, 0.3971, 0.3447, 0.1191, 0.4846, 0.1503, 0.2752, 0.4261, 0.1541, 0.3355, 0.4041, 0.4017, 0.4566, -0.2678, -0.2740, 0.3915, -0.3602, 0.2079, 1.0573, -0.4817, -0.8011, 0.3467, 0.3009, 0.2120, 0.1930, 0.2205, -0.2370, 0.4585, -1.0176, 1.1287, -0.2219, -0.7070, 0.0165, 0.4716, -0.2054, -0.8185, 0.4581, 0.4415], "molar_mass_g_mol": 744.3, "lumo_energy_ev": [-0.2, -0.2], "s2": 9.331, "homo_energy_ha": [-0.2761, -0.2765], "spin_multiplicity": 6, "e_tot_ha": -3914.2487, "relative_energy_kcal_mol": 13.7}

***

5.
{"formula": "C23H21ClF4IN2O9S2W", "method": "ωB97M-V with the def2-TZVPD basis set", "elements": ["W", "C", "C", "C", "C", "C", "C", "C", "F", "C", "C", "C", "O", "C", "C", "N", "C", "C", "O", "O", "H", "H", "H", "H", "H", "H", "H", "H", "H", "H", "H", "C", "O", "H", "H", "H", "O", "Cl", "O", "O", "O", "F", "C", "F", "F", "I", "C", "C", "C", "C", "C", "N", "H", "H", "H", "H", "C", "O", "C", "S", "S", "H", "H", "H"], "xyz": [[0.312, 0.115, -1.935], [-1.442, 1.942, 5.487], [-2.396, 1.655, 4.333], [-3.616, 0.841, 4.744], [-3.201, -0.546, 5.212], [-2.301, -1.205, 4.199], [-2.170, -2.577, 4.155], [-1.357, -3.179, 3.203], [-1.275, -4.526, 3.212], [-0.672, -2.457, 2.268], [-0.789, -1.063, 2.296], [-0.098, -0.282, 1.260], [0.571, -0.854, 0.397], [-0.267, 1.142, 1.337], [-1.024, 1.672, 2.330], [-1.694, 0.952, 3.250], [-1.589, -0.436, 3.259], [0.451, 2.103, 0.436], [0.679, 3.236, 0.816], [0.854, 1.643, -0.713], [-1.969, 2.450, 6.297], [-0.624, 2.581, 5.154], [-1.009, 1.021, 5.879], [-2.732, 2.599, 3.902], [-4.287, 0.760, 3.885], [-4.153, 1.373, 5.531], [-4.079, -1.171, 5.380], [-2.686, -0.477, 6.175], [-2.712, -3.205, 4.852], [-0.057, -2.920, 1.507], [-1.101, 2.750, 2.411], [3.184, 0.134, -0.702], [2.198, -0.254, -1.601], [4.115, -0.380, -0.960], [2.911, -0.140, 0.322], [3.355, 1.218, -0.734], [0.487, -1.922, -2.314], [-1.663, -0.626, -4.455], [-2.010, -2.076, -4.204], [-0.237, -0.097, -3.868], [-1.218, -0.157, -1.242], [-2.069, 1.741, -3.163], [-0.881, 2.048, -2.573], [-0.310, 2.932, -3.455], [-1.249, 2.823, -1.509], [2.632, -1.042, -5.072], [2.804, 0.961, -4.490], [3.814, 1.682, -5.129], [4.075, 2.968, -4.705], [3.330, 3.484, -3.655], [2.333, 2.705, -3.106], [2.047, 1.463, -3.532], [4.384, 1.224, -5.923], [4.860, 3.547, -5.174], [3.509, 4.474, -3.259], [1.739, 3.068, -2.283], [-0.335, -4.136, -3.714], [0.716, -4.945, -3.149], [1.490, -4.470, -2.195], [2.627, -5.455, -1.479], [1.577, -2.859, -1.605], [-0.892, -4.810, -4.358], [0.084, -3.317, -4.293], [-0.971, -3.726, -2.939]], "mulliken_charge": [2.4926, -1.3995, -0.2418, -1.0665, -1.2173, 1.1891, -0.7708, 0.0246, -0.3648, -0.9392, 0.1401, 0.9742, -0.5278, 0.4217, -0.1862, 0.1193, -0.5497, -0.1757, -0.7486, 0.2359, 0.3880, 0.3908, 0.3583, 0.5167, 0.3671, 0.4363, 0.4556, 0.3533, 0.5133, 0.7443, 0.5603, -0.8007, -0.0772, 0.2564, 0.1698, 0.2461, -0.6700, 0.5291, -0.5887, -0.7761, -0.7395, -0.2911, 0.0799, -0.3000, -0.2732, 0.1216, 0.0215, -0.6700, -0.2508, -0.9524, -0.2288, 0.3761, 0.3935, 0.3770, 0.4320, 0.3339, -0.5741, -0.4409, 0.2846, -0.4184, 0.1698, 0.2847, 0.1732, 0.3093], "molar_mass_g_mol": 955.7, "charge": -1, "lumo_energy_ev": 2.0, "homo_energy_ha": -0.1665, "e_tot_ha": -3696.5670, "relative_energy_kcal_mol": 0.0}